{
  "formula": "C44H77N11",
  "method": "wB97M-V/def2-TZVPD",
  "e_above_lowest_kj_mol": 346.7,
  "e_homo_ha": [-0.472, -0.472],
  "total_charge": 1,
  "multiplicity": 2,
  "e_tot_ev": -63251.06129,
  "homo_lumo_gap_ev": [9.6, 2.3],
  "species": ["C", "C", "C", "C", "N", "H", "H", "H", "H", "H", "H", "H", "C", "C", "C", "C", "N", "H", "H", "H", "H", "H", "H", "H", "C", "C", "C", "C", "N", "H", "H", "H", "H", "H", "H", "H", "C", "C", "C", "C", "N", "H", "H", "H", "H", "H", "H", "H", "C", "C", "C", "C", "N", "H", "H", "H", "H", "H", "H", "H", "C", "C", "C", "C", "N", "H", "H", "H", "H", "H", "H", "H", "C", "C", "C", "C", "N", "H", "H", "H", "H", "H", "H", "H", "C", "C", "C", "C", "N", "H", "H", "H", "H", "H", "H", "H", "C", "C", "C", "C", "N", "H", "H", "H", "H", "H", "H", "H", "C", "C", "C", "C", "N", "H", "H", "H", "H", "H", "H", "H", "C", "C", "C", "C", "N", "H", "H", "H", "H", "H", "H", "H"],
  "coordinates": [[-1.604657, 1.795909, -6.228593], [-0.418407, 2.620199, -6.667933], [0.056973, 3.627379, -5.607693], [0.158083, 3.187439, -4.144643], [0.209623, 2.936029, -3.031033], [-2.260387, 2.428309, -5.630103], [-1.098407, 0.993959, -5.691293], [-2.133197, 1.191529, -6.965793], [-0.708857, 3.085359, -7.609933], [0.383273, 1.915469, -6.888723], [-0.672187, 4.437579, -5.608823], [1.043693, 3.999939, -5.882803], [4.718383, -1.368191, -0.735263], [5.160613, -0.633531, 0.556087], [6.612713, -0.149141, 0.475577], [7.695243, -1.140451, 0.754487], [8.567613, -1.897401, 0.954957], [3.698213, -1.743601, -0.655113], [5.432053, -2.180571, -0.872463], [4.846773, -0.700541, -1.587233], [5.259193, -1.289001, 1.421387], [4.456533, 0.167869, 0.779967], [6.959333, 0.534129, 1.250877], [6.773993, 0.234929, -0.531683], [-3.530047, 3.122349, -0.401203], [-3.980077, 4.163039, -1.419423], [-4.594847, 5.373319, -0.670593], [-5.275777, 6.373859, -1.446863], [-5.844847, 7.240069, -1.998033], [-4.073257, 3.153169, 0.543297], [-2.474347, 3.073009, -0.134453], [-3.838697, 2.156339, -0.800773], [-4.736717, 3.689849, -2.045273], [-3.228357, 4.504319, -2.131143], [-3.863807, 5.831709, -0.004593], [-5.370847, 4.900439, -0.068673], [-0.609967, -4.938951, 2.612087], [-0.628057, -6.486101, 2.556907], [0.110993, -7.309441, 3.610767], [-0.789507, -7.331481, 4.803677], [-1.533057, -7.229181, 5.719527], [-0.972077, -4.636851, 1.629387], [0.353793, -4.429801, 2.607477], [-1.391037, -4.490731, 3.226197], [-0.263767, -6.844781, 1.594237], [-1.665957, -6.819051, 2.554367], [1.068843, -6.879431, 3.903527], [0.038713, -8.395521, 3.553337], [0.881583, -1.129851, 1.234277], [0.335053, -0.455161, -0.023943], [0.008003, 1.124429, 0.156397], [1.121833, 1.960399, 0.497577], [1.970043, 2.649539, 0.896427], [0.712373, -2.205911, 1.194557], [0.484553, -0.704191, 2.155837], [1.942523, -0.973271, 1.429217], [-0.570217, -1.002891, -0.285823], [1.004753, -0.526941, -0.880953], [-0.592407, 1.231659, 1.059787], [-0.493447, 1.489829, -0.739783], [-2.434187, -0.672071, 5.948637], [-2.566897, -1.054451, 4.459537], [-2.985197, -2.499221, 4.163717], [-4.315377, -2.878211, 4.647637], [-5.362027, -3.133311, 5.015797], [-2.127957, 0.369199, 6.049017], [-1.788407, -1.311361, 6.550627], [-3.372807, -0.737091, 6.498967], [-1.622197, -0.855271, 3.953617], [-3.339317, -0.445601, 3.989667], [-2.297627, -3.198401, 4.639627], [-3.101167, -2.688681, 3.096597], [-1.074447, -3.886811, -2.190203], [-2.142097, -3.232511, -1.265413], [-3.402847, -4.136821, -1.210273], [-3.318137, -5.632121, -0.931603], [-3.190257, -6.767591, -0.707593], [-0.137757, -3.330371, -2.223173], [-1.312557, -4.102931, -3.231693], [-0.839867, -4.800501, -1.644083], [-2.344677, -2.216901, -1.605423], [-1.622727, -3.086571, -0.318283], [-3.981977, -3.922741, -2.108533], [-3.993837, -3.778331, -0.367473], [3.208283, -2.562901, -4.301383], [1.844403, -1.955981, -3.820673], [1.227843, -0.811621, -4.634873], [1.968283, 0.407959, -4.514513], [2.543423, 1.364369, -4.354593], [3.870793, -1.702491, -4.207093], [3.220183, -2.883921, -5.342973], [3.662303, -3.387621, -3.752023], [1.933163, -1.758821, -2.752333], [1.237093, -2.858151, -3.893953], [0.155103, -0.720061, -4.464763], [1.240923, -0.984691, -5.710973], [4.566203, 5.370709, 0.167487], [4.778753, 4.796849, -1.249553], [5.562673, 3.464089, -1.357943], [6.909663, 3.461269, -0.965833], [7.991663, 3.459169, -0.681073], [4.090763, 6.351309, 0.189077], [5.548303, 5.448229, 0.633937], [3.840283, 4.745259, 0.687067], [5.334873, 5.472489, -1.899433], [3.809853, 4.670809, -1.732733], [5.477013, 3.181239, -2.407123], [5.108013, 2.713479, -0.711433], [2.378153, 4.383659, 4.250677], [3.012603, 3.208729, 5.082727], [2.848993, 1.839439, 4.381017], [1.414623, 1.679389, 3.973547], [0.292553, 1.590409, 3.725957], [1.328573, 4.202899, 4.018707], [2.953023, 4.485479, 3.330217], [2.332773, 5.392269, 4.661457], [2.675413, 3.248519, 6.118497], [4.075033, 3.403649, 5.228817], [3.113783, 0.961079, 4.969647], [3.508213, 1.790169, 3.514347], [-6.579447, -0.452181, 1.171157], [-6.463947, -0.302711, -0.355583], [-5.144737, -0.484171, -1.036333], [-3.946787, -0.350891, -0.152933], [-2.998117, -0.202691, 0.535527], [-6.350077, -1.465441, 1.500997], [-7.605397, -0.329131, 1.518137], [-5.971847, 0.263789, 1.724607], [-6.626627, 0.761089, -0.528673], [-7.324777, -0.736701, -0.864223], [-5.024417, 0.075229, -1.964073], [-5.201257, -1.545591, -1.277773]],
  "forces_ev_per_angstrom": [[0.6239, -0.8284, 0.7099], [0.0459, -0.6980, -0.5363], [-0.1406, -0.1920, 0.7362], [-0.3741, 0.3462, -2.3401], [-0.1126, -0.2761, 0.7935], [-0.3130, -0.5478, 0.1250], [-0.6707, -0.0138, 1.1433], [-0.1140, 0.7905, -0.5046], [0.5489, 0.7031, 0.1692], [0.2183, 0.2175, -0.1914], [0.2181, 0.2750, 0.1580], [-0.0994, 0.1913, 0.0862], [1.0126, 0.3043, 0.9776], [0.5964, -0.7410, 0.2872], [1.1874, -0.1196, -0.2273], [1.1439, -2.3030, -0.4165], [-2.1433, 1.8720, -0.3570], [0.0630, -0.0483, -0.1330], [-0.3004, -0.2925, -0.2068], [-0.3020, 0.0426, -0.0839], [-1.0732, -0.3518, 0.0418], [0.2514, 0.2598, 0.1380], [-0.9308, 1.0110, -0.2226], [0.4523, 0.4414, 0.1660], [-0.2338, -0.8630, -0.1837], [-0.2097, 0.8104, 0.0223], [-0.0589, -1.3691, 0.1819], [-1.4838, 2.9441, -1.8476], [1.4787, -2.3586, 1.2881], [-0.1015, 0.4491, 0.0474], [0.0792, 0.2428, -0.2651], [0.5016, -0.1865, 0.0018], [-0.2427, 0.2381, 0.0411], [0.3596, -0.1550, 0.2596], [-0.0297, 0.0625, -0.0332], [-0.0446, 0.2920, 0.4463], [-0.5921, -0.4026, -1.2550], [0.1075, -0.4113, -0.8012], [-1.9502, 0.2867, 2.2403], [-1.9785, 1.8234, 3.5535], [2.4292, -0.5912, -3.0868], [-0.1966, -0.1006, -0.4433], [0.1744, -0.2804, 0.8673], [0.6500, -0.2114, 0.6851], [0.2074, 0.3572, -0.2039], [-0.0814, 0.1418, 0.0599], [0.1247, -0.5104, -0.1338], [1.1624, -0.1652, -1.6094], [0.6370, 0.7953, -0.1693], [0.1552, -1.5580, 1.1282], [1.1750, 1.1387, -0.3541], [-2.2914, -1.9025, -1.0214], [1.5133, 1.0738, 0.5262], [-0.3109, 0.0325, 0.0823], [-0.7590, -0.2126, 0.1315], [0.3270, 0.0977, -0.5720], [-0.3608, 0.7858, -0.0351], [0.2342, 0.5146, -0.1205], [-0.6207, -0.6588, 0.6334], [0.1603, 0.0132, -0.2271], [-0.5496, -0.1281, 0.0617], [-0.4352, -0.0111, 0.4288], [-0.3223, -0.3549, 0.4831], [0.9497, 0.7649, 0.1369], [-1.1428, -0.3254, 0.3065], [0.2490, -0.0850, -0.0837], [0.4594, -0.0308, -0.4046], [-0.3594, -0.0317, -0.3441], [-0.0004, -0.0255, -0.1003], [0.1734, 0.3941, 0.0225], [0.1854, -0.1105, -0.3018], [0.7377, 0.0602, -0.2048], [0.2679, 0.0228, 0.9764], [1.3164, -1.0670, -1.2802], [-0.3872, 0.1491, 1.0640], [1.0440, -0.1280, -0.3546], [-0.3204, 1.9977, -0.3234], [-0.0611, 0.2849, 0.1616], [-0.5534, -0.0301, 0.1878], [0.2080, -0.3936, -0.5479], [-0.7228, -0.1319, -0.1051], [-0.4192, -0.3280, 0.3976], [-0.0527, -0.5077, -0.0479], [-0.3372, 0.1178, -0.0212], [0.2350, 2.0122, -0.1998], [0.5002, -2.7100, -0.4285], [0.0690, -1.1021, -0.7145], [-1.2979, -1.2721, 0.4141], [1.6345, 2.2921, 0.2176], [0.7325, -0.2449, -0.2958], [-0.3549, 0.2077, -0.0723], [-0.6189, 0.1227, 0.5089], [-0.0940, 0.4635, -0.0157], [-0.8944, 0.4207, 0.0879], [0.0868, 0.4242, 0.5809], [0.2189, -0.7096, -0.1703], [0.1580, -0.3223, -0.8111], [0.1863, 0.4548, 0.0140], [-2.5584, 0.1369, -0.1235], [-1.7322, 0.6148, -0.7347], [3.9049, -0.0980, 1.1767], [0.2543, 0.1407, -0.4242], [-0.2590, -0.1067, 0.5205], [0.4580, -0.3136, 0.4043], [-0.0730, 0.4043, 0.1876], [0.0010, -0.2443, -0.0579], [0.0832, -0.4283, 0.0828], [-0.4809, -0.2893, -0.2321], [0.2438, -0.6051, -0.0583], [0.0739, 1.3561, 0.1670], [-1.0007, 0.3818, -0.0007], [0.7710, -0.1783, 0.1959], [0.2635, -0.1108, -0.3398], [0.0380, -0.3739, -0.1838], [-0.1823, -0.0607, -0.2561], [0.5759, -0.2754, 0.7085], [-0.6125, -0.4859, -0.1412], [0.1653, -0.0743, -0.4154], [-0.0372, 0.2134, 0.3729], [-0.2673, 0.1358, -0.2825], [-0.0129, -0.8345, -0.1276], [-1.4233, 3.0889, 1.1271], [1.0185, -2.2699, 0.4677], [2.1167, 0.8115, 1.5492], [-2.7965, -0.5766, -2.1982], [0.3841, -0.0684, 0.0606], [-0.0738, 0.2855, -0.3401], [0.1607, -0.0925, -0.1407], [-0.5673, 0.3425, 0.1775], [0.5006, -0.5980, -0.1707], [0.0471, 0.0818, 0.2006], [0.8099, -0.2531, -0.5400]]
}